This record from OMol25 describes 13 unconnected molecules or ions with the total composition C31H70B7F28N7O5. The level of theory is the ωB97M-V functional and the def2-TZVPD basis.

Cartesian coordinates (Å):
C  -13.945  -7.702  -1.491
C  -14.186  -7.204  -2.868
O  -13.478  -7.490  -3.784
N  -15.399  -6.319  -3.092
H  -15.528  -5.597  -2.370
H  -15.216  -5.852  -3.977
C  -16.612  -7.263  -3.242
H  -14.716  -8.446  -1.267
H  -13.965  -6.857  -0.796
H  -13.015  -8.214  -1.241
H  -17.007  -7.383  -2.237
H  -16.338  -8.195  -3.728
H  -17.305  -6.715  -3.875
C  -10.903  -7.578  5.485
N  -10.194  -6.848  4.453
C  -9.671  -5.638  4.749
C  -8.977  -4.939  3.750
C  -8.880  -5.499  2.473
C  -9.435  -6.761  2.210
C  -10.094  -7.385  3.213
C  -8.180  -4.712  1.445
C  -7.219  -5.301  0.608
C  -6.682  -4.549  -0.422
N  -7.076  -3.270  -0.615
C  -7.980  -2.672  0.189
C  -8.502  -3.364  1.259
C  -6.520  -2.478  -1.738
H  -11.381  -8.489  5.133
H  -11.735  -6.973  5.849
H  -10.217  -7.776  6.306
H  -9.918  -5.185  5.701
H  -8.429  -4.022  3.899
H  -9.256  -7.257  1.267
H  -10.513  -8.371  3.064
H  -6.991  -6.354  0.689
H  -5.940  -4.901  -1.122
H  -8.114  -1.621  -0.021
H  -9.228  -2.907  1.921
H  -6.214  -1.534  -1.292
H  -7.348  -2.295  -2.420
H  -5.672  -2.978  -2.193
C  -13.236  -4.687  4.190
C  -13.893  -5.323  2.980
C  -14.224  -6.782  3.133
O  -14.753  -7.161  1.895
C  -14.688  -8.555  1.727
N  -15.055  -4.491  2.441
H  -15.611  -4.072  3.184
H  -14.589  -3.801  1.852
H  -15.654  -5.049  1.826
H  -13.176  -3.603  4.072
H  -12.275  -5.092  4.487
H  -13.937  -4.750  5.032
H  -13.182  -5.225  2.158
H  -14.896  -6.938  3.986
H  -13.300  -7.312  3.387
H  -15.152  -9.084  2.565
H  -13.661  -8.905  1.603
H  -15.215  -8.919  0.847
C  -18.600  0.708  8.034
C  -17.086  0.741  7.771
C  -16.530  -0.491  7.090
O  -15.153  -0.290  6.852
C  -14.525  -1.439  6.231
N  -16.716  1.987  6.973
H  -16.661  2.790  7.596
H  -15.720  1.851  6.759
H  -17.315  2.110  6.162
H  -18.854  -0.204  8.574
H  -19.083  0.591  7.061
H  -19.118  1.498  8.576
H  -16.469  0.812  8.670
H  -17.005  -0.587  6.104
H  -16.825  -1.419  7.584
H  -13.471  -1.187  6.087
H  -14.976  -1.760  5.297
H  -14.349  -2.137  7.053
C  -18.088  -7.688  2.459
C  -19.433  -7.638  3.138
C  -20.571  -7.452  2.121
O  -21.827  -7.558  2.799
C  -22.265  -6.285  3.298
N  -19.578  -8.951  3.922
H  -19.231  -9.745  3.373
H  -19.014  -8.896  4.781
H  -20.548  -9.103  4.188
H  -17.978  -6.905  1.709
H  -18.143  -8.628  1.899
H  -17.256  -7.722  3.157
H  -19.493  -6.858  3.899
H  -20.527  -8.260  1.387
H  -20.477  -6.508  1.584
H  -23.034  -6.593  4.006
H  -22.683  -5.650  2.516
H  -21.488  -5.735  3.833
C  -13.815  -6.861  7.533
C  -13.145  -8.023  8.222
C  -12.009  -7.607  9.195
O  -11.690  -8.726  9.995
C  -10.311  -8.912  10.207
N  -14.196  -8.805  8.968
H  -14.764  -8.209  9.564
H  -14.736  -9.328  8.279
H  -13.645  -9.463  9.526
H  -13.101  -6.277  6.944
H  -14.049  -6.041  8.221
H  -14.700  -7.081  6.936
H  -12.800  -8.754  7.487
H  -12.443  -6.831  9.830
H  -11.164  -7.282  8.591
H  -9.674  -8.642  9.357
H  -10.082  -9.953  10.426
H  -9.985  -8.216  10.986
B  -17.195  -8.988  6.253
F  -16.641  -7.693  6.063
F  -16.586  -9.631  7.329
F  -18.541  -8.680  6.553
F  -17.135  -9.739  5.091
B  -17.800  -3.983  4.360
F  -16.935  -5.075  4.507
F  -17.440  -3.272  3.205
F  -19.154  -4.328  4.305
F  -17.530  -3.122  5.422
B  -10.912  -8.967  0.458
F  -9.691  -9.463  0.979
F  -11.917  -9.930  0.673
F  -11.268  -7.713  0.982
F  -10.812  -8.853  -0.952
B  -11.073  -3.907  7.745
F  -10.537  -2.680  8.132
F  -12.328  -4.125  8.314
F  -11.243  -4.084  6.362
F  -10.177  -4.955  8.103
B  -16.358  -4.250  -0.751
F  -17.144  -4.170  -1.896
F  -15.032  -4.398  -1.227
F  -16.401  -3.060  -0.026
F  -16.693  -5.325  0.090
B  -17.352  -11.871  1.854
F  -16.671  -10.941  1.036
F  -16.483  -12.788  2.438
F  -18.020  -11.190  2.897
F  -18.263  -12.510  1.014
B  -11.999  -2.531  2.145
F  -11.234  -3.707  2.385
F  -12.204  -2.027  3.457
F  -11.309  -1.565  1.434
F  -13.155  -2.935  1.509

Force components x, y, z for each atom (eV/Å):
C -0.71 0.35 0.99
C 2.22 -0.86 0.65
O -0.99 0.79 -0.67
N 0.11 -1.86 -0.95
H 0.11 0.21 0.44
H -0.07 0.08 -0.06
C 0.17 1.44 0.18
H -0.29 0.35 0.32
H -0.66 -0.11 0.18
H 0.28 0.06 -1.12
H -0.11 -0.24 -0.11
H 0.29 0.05 0.16
H -0.23 -0.14 0.19
C -0.80 0.06 0.85
N 0.17 0.38 -1.05
C 0.51 0.62 -1.11
C -0.35 -1.13 -0.02
C -0.18 -0.35 0.85
C 1.75 1.50 -0.43
C -0.20 -0.83 1.07
C 0.37 -0.23 -0.78
C -0.54 0.40 -0.49
C -0.32 0.24 0.32
N 0.30 -0.50 -0.08
C 0.79 -0.36 0.45
C -0.32 0.13 -0.01
C -0.53 0.29 0.73
H 0.49 -0.07 -0.40
H 0.33 0.21 -0.01
H -0.04 -0.10 0.00
H 0.23 -0.28 0.19
H -0.49 0.21 0.61
H -0.25 0.10 0.21
H -0.01 0.10 0.13
H 0.23 0.02 0.08
H -0.05 -0.22 0.04
H -0.52 -0.03 0.13
H -0.08 0.12 -0.21
H 0.20 0.05 -0.30
H 0.27 -0.05 -0.30
H -0.15 -0.08 -0.04
C -1.94 0.68 0.64
C 1.01 0.51 -0.65
C -0.29 0.83 0.14
O -0.12 -0.17 -0.04
C -0.04 -1.35 -0.03
N 0.92 -1.02 0.54
H -0.33 0.05 -0.20
H -0.38 0.51 0.13
H -0.19 -0.13 0.13
H 0.53 -0.37 -0.17
H -0.05 -0.01 -0.31
H 0.11 -0.47 0.25
H 0.06 -0.38 0.00
H -0.39 -0.16 -0.17
H 0.24 -0.11 -0.27
H 0.00 0.04 0.09
H 0.12 0.16 0.21
H -0.28 0.53 0.00
C 0.12 -0.89 -0.63
C -0.22 -0.09 1.36
C -0.52 0.21 -2.08
O -0.39 0.23 0.16
C 1.64 0.45 1.42
N 1.15 -0.65 1.07
H -0.85 0.26 -0.18
H -0.06 -0.41 -0.94
H 0.17 0.22 -0.18
H 0.23 -0.08 -0.01
H -0.16 0.07 0.00
H 0.68 0.43 -0.02
H -0.29 0.41 0.25
H -0.27 -0.15 -0.08
H 0.37 0.08 0.50
H -0.23 0.59 -0.64
H -0.35 -0.20 0.27
H -0.95 -0.85 -0.49
C -0.41 -0.63 -0.54
C 0.02 0.30 0.29
C -0.07 -0.95 0.88
O 0.51 0.76 -0.48
C -0.29 -0.94 0.46
N -0.28 0.85 -0.57
H 0.28 -0.36 -0.05
H -0.07 -0.11 -0.02
H -0.11 0.04 -0.07
H 0.11 0.25 0.30
H 0.66 -0.06 -0.11
H -0.01 0.11 -0.04
H 0.03 0.09 -0.03
H -0.07 -0.06 -0.04
H 0.15 0.13 0.16
H -0.18 0.54 0.03
H 0.01 -0.09 -0.13
H 0.15 -0.07 -0.07
C 0.39 1.44 0.04
C -0.03 0.44 -0.31
C -1.50 -0.56 -0.48
O -0.10 -0.58 -0.55
C 0.87 0.62 0.21
N 1.29 -0.32 -0.02
H -0.29 -0.09 -0.11
H -0.97 0.10 0.01
H -0.30 -0.09 0.37
H 0.03 -0.44 -0.30
H -0.36 -0.41 0.45
H 0.08 -0.32 -0.01
H 0.30 0.02 0.03
H 0.53 0.41 -0.08
H 0.00 0.45 0.23
H -0.42 -0.04 -0.39
H -0.31 0.06 0.35
H 0.10 -0.41 0.32
B -0.30 1.43 -0.48
F 0.86 -0.44 -0.02
F 0.67 -0.26 0.59
F -0.70 -0.65 0.13
F 0.18 0.04 0.24
B 0.00 0.39 -0.02
F -0.06 -0.54 -0.26
F 0.08 0.01 -0.63
F 0.17 -0.29 0.09
F -0.19 0.65 1.05
B -0.73 -1.73 -1.68
F -0.09 0.74 0.30
F 0.22 0.50 0.59
F -0.55 -0.22 -0.12
F 0.41 0.49 0.24
B 0.21 -0.31 0.39
F -0.23 -0.28 -0.42
F -0.27 0.00 0.51
F -0.07 0.72 -0.62
F 0.14 -0.25 0.35
B -0.11 1.50 0.95
F -0.55 -0.55 -0.35
F 0.76 -0.75 -0.23
F -0.12 -0.23 -0.01
F 0.02 -0.20 -0.44
B 0.32 -0.28 -0.57
F 0.28 0.35 0.27
F 0.17 0.02 -0.06
F -0.61 0.53 0.16
F -0.53 -0.28 0.10
B 0.53 0.05 1.69
F 0.78 -0.24 -0.70
F -0.49 0.57 -0.42
F 0.43 -0.09 -0.60
F -0.39 0.47 -0.49

Properties
E	-134815.5255	eV
total charge	0
HOMO-LUMO gap	6.465	eV
maximum force	2.51	eV/A

Atomic partial charges in e from the Löwdin method, atoms 1 to 99: 0.0436, -0.4016, 0.1617, 0.1136, 0.1030, 0.1741, 0.0519, 0.1056, 0.1014, 0.0865, 0.1069, 0.1054, 0.0997, 0.0171, -0.0485, 0.0390, 0.0665, -0.1239, 0.0494, 0.0245, -0.1023, 0.0665, 0.0136, -0.1009, 0.0326, 0.0720, 0.0333, 0.1135, 0.0729, 0.1100, 0.1170, 0.1370, 0.1234, 0.1472, 0.1386, 0.1405, 0.1528, 0.1211, 0.1039, 0.1131, 0.1001, -0.0247, -0.2773, -0.1905, -0.1736, -0.0878, 0.2628, 0.1192, 0.1175, 0.1263, 0.0648, 0.0585, 0.0941, 0.1374, 0.1287, 0.1220, 0.1003, 0.0763, 0.0749, -0.0258, -0.3041, -0.2126, -0.1987, -0.0321, 0.2304, 0.1697, 0.1625, 0.1746, 0.0966, 0.0935, 0.0837, 0.1559, 0.1362, 0.1492, 0.0960, 0.0985, 0.1009, -0.0133, -0.2822, -0.1647, -0.1990, -0.0827, 0.2431, 0.1288, 0.1069, 0.1590, 0.0879, 0.0924, 0.0819, 0.1381, 0.1358, 0.1357, 0.0881, 0.0878, 0.0795, -0.0256, -0.2963, -0.1495, -0.1956